{"formula": "C9H23N2O7V", "method": "wB97M-V/def2-TZVPD", "species": ["V", "O", "O", "O", "O", "O", "O", "O", "N", "N", "C", "C", "C", "C", "C", "C", "C", "C", "C", "H", "H", "H", "H", "H", "H", "H", "H", "H", "H", "H", "H", "H", "H", "H", "H", "H", "H", "H", "H", "H", "H", "H"], "xyz": [[0.66714, 0.10855, -0.41520], [2.55239, 0.59631, -1.79820], [0.46392, -1.49725, -0.57477], [0.95066, 2.03076, 0.68157], [0.50872, 3.89202, 1.72165], [0.23189, 2.00739, 2.78435], [-4.93463, -1.01661, 0.71387], [0.03183, 0.78819, -1.74032], [-1.25107, -0.35426, 1.03809], [2.54159, -0.42552, 0.82565], [2.78640, 1.19044, -3.05008], [3.72794, -1.86963, -0.63084], [-3.55797, -1.39581, 0.68287], [0.60220, 2.58169, 1.72468], [-5.87958, -2.09851, 0.39030], [3.72139, -0.49849, 0.02632], [-2.95825, 1.01727, -0.10529], [-2.71082, -0.07337, 0.93065], [3.68991, 0.72096, -0.89557], [-3.01125, 0.37359, 1.87831], [3.77151, 1.58813, -0.24023], [-1.17799, -1.17572, 1.62115], [-5.49636, -2.94844, 0.95498], [-6.85367, -1.92226, 0.84658], [2.69849, 0.26717, 1.54375], [0.07536, 3.82678, 2.57578], [3.77012, -2.70331, 0.07009], [-0.89110, 0.28745, 1.73000], [2.79941, -1.95467, -1.19537], [4.60405, 0.69174, -1.48852], [4.60287, -1.88978, -1.28062], [4.56170, -0.56621, 0.71726], [-5.97223, -2.17951, -0.69273], [2.76235, -1.25157, 1.36325], [2.71003, 2.27625, -3.10737], [-3.95284, 0.82458, -0.50749], [3.58671, 0.70222, -3.60618], [-2.27690, 0.83744, -0.93687], [-2.85704, 2.07170, 0.15169], [-3.24453, -1.65090, -0.32945], [-3.36807, -2.21435, 1.37716], [1.97575, 1.00555, -3.75489]], "forces_ev_per_angstrom": [[-2.3, -1.1, -1.8], [1.2, 0.2, 2.1], [0.7, 2.1, -0.3], [1.1, -2.1, -2.7], [0.0, 1.1, 0.1], [0.2, -0.1, -0.4], [-0.7, -0.5, 0.0], [0.4, -1.1, 2.0], [0.3, 0.4, 0.5], [-0.4, 0.0, 1.7], [-1.4, 0.0, -1.8], [-0.1, 0.7, -1.1], [0.1, 2.0, -0.9], [-1.0, -2.2, 1.4], [1.5, 1.0, 1.1], [0.7, -0.3, -0.9], [-0.3, -1.1, -1.3], [-0.5, 0.5, 0.8], [1.4, -1.5, -0.6], [-0.2, -0.4, 0.3], [-0.9, 0.5, -0.4], [0.4, -0.9, -0.5], [0.0, -0.7, -0.7], [0.1, 0.7, -0.2], [-0.4, 0.9, 0.0], [-0.5, 1.9, 1.1], [0.1, 0.2, 0.2], [0.1, 1.1, 0.3], [0.2, -0.3, -0.3], [0.0, 0.2, -0.2], [-0.1, -0.4, -0.2], [0.6, 1.0, -0.3], [0.1, -0.5, 0.1], [-1.7, -0.8, 0.5], [1.0, 0.2, 0.8], [-0.2, 0.4, 0.0], [0.7, 0.4, 0.6], [0.1, 0.1, -0.1], [0.0, -0.3, 0.6], [-0.2, -0.7, -0.2], [0.3, 0.1, 0.2], [-0.7, -0.8, 0.6]], "mulliken_charge": [1.21, -0.07, -0.49, -0.46, -0.49, -0.77, -0.34, -0.61, -0.27, -0.52, -1.11, -1.43, -0.62, 0.66, -0.71, 0.13, -1.31, 0.25, -0.64, 0.22, 0.34, 0.25, 0.32, 0.25, 0.17, 0.33, 0.45, 0.23, 0.27, 0.56, 0.38, 0.46, 0.27, 0.29, 0.37, 0.38, 0.40, 0.25, 0.32, 0.33, 0.46, 0.30], "fmax_ev_per_a": 3.6, "mol_weight_g_mol": 322.23, "charge": 0, "homo_lumo_gap_ev": 9.261}


{"formula": "C9H23N5NiO6PS", "method": "wB97M-V/def2-TZVPD", "species": ["Ni", "S", "P", "O", "O", "O", "O", "O", "O", "N", "N", "N", "N", "N", "C", "C", "C", "C", "C", "C", "C", "C", "C", "H", "H", "H", "H", "H", "H", "H", "H", "H", "H", "H", "H", "H", "H", "H", "H", "H", "H", "H", "H", "H", "H", "H"], "xyz": [[-14.05807, -1.99042, 6.02102], [-15.80702, -4.23704, 4.35691], [-12.07396, -2.96085, 5.46611], [-13.35995, -0.53869, 7.11539], [-15.20732, -5.00112, 3.27177], [-12.01906, -4.27501, 4.55074], [-11.14481, -3.44174, 6.66252], [-11.22122, -1.90299, 4.61900], [-13.88491, 0.97743, 8.77845], [-15.69794, 3.28521, 12.46109], [-13.73732, 2.33551, 11.51708], [-14.99136, -3.24395, 5.01467], [-15.57028, 2.61025, 10.17317], [-15.79353, -1.52028, 6.95853], [-17.19134, 1.63122, 8.57498], [-15.03559, 2.76259, 11.36933], [-10.84873, -2.67095, 7.78968], [-16.75872, 0.12118, 8.58509], [-15.70039, -0.15397, 7.45684], [-12.64231, -5.49733, 5.03444], [-9.87689, -2.24239, 4.25965], [-16.94476, 2.50469, 9.80460], [-14.19566, 0.15807, 7.86157], [-14.98798, 2.01598, 9.58303], [-16.59274, -1.72550, 6.41838], [-9.34312, -1.31195, 4.27599], [-15.23228, 3.33491, 13.41234], [-9.34731, -2.86924, 4.99570], [-15.79324, -2.27224, 7.65941], [-9.83254, -2.66707, 3.26760], [-17.70018, -0.47907, 8.52404], [-17.52144, 2.02961, 10.61392], [-12.58768, -5.50329, 6.15254], [-13.27490, 2.00236, 10.70678], [-13.69674, -5.48919, 4.73093], [-9.76058, -2.56456, 7.84276], [-16.64416, 2.09246, 7.79061], [-13.22641, 2.31043, 12.39083], [-15.87366, 0.56477, 6.66225], [-11.22900, -3.19362, 8.69345], [-11.36610, -1.72358, 7.75157], [-16.31588, -0.05911, 9.55497], [-17.35398, 3.58114, 9.57777], [-18.26280, 1.69363, 8.29795], [-12.13214, -6.27770, 4.47035], [-16.71965, 3.39829, 12.34704]], "forces_ev_per_angstrom": [[0.3, -0.1, 0.0], [-0.7, -1.5, -1.1], [0.7, 0.0, -1.0], [-0.9, 1.8, 1.8], [-0.5, 0.1, -0.1], [-0.2, 0.7, 0.6], [0.1, -1.1, -0.6], [-0.3, -0.8, 0.5], [-0.8, -1.8, -2.1], [0.5, -0.6, -0.6], [-1.6, 0.9, 0.6], [0.1, 0.9, 0.4], [0.8, -0.5, 0.2], [0.9, 0.0, 0.8], [-0.3, -0.4, -0.1], [1.0, -0.2, 2.2], [-0.1, 0.0, 1.3], [-0.2, 1.3, 0.1], [-0.6, 0.1, 2.0], [-0.4, 0.7, 0.2], [0.8, 0.2, 0.3], [-2.5, 1.6, 0.2], [0.9, -0.6, 0.0], [0.6, -0.1, -0.5], [-1.0, 0.1, -1.0], [0.3, 0.5, -0.3], [-1.1, -0.1, -2.0], [-0.6, -0.1, -0.3], [0.0, 0.8, 0.2], [-0.1, -0.2, -0.1], [1.1, 0.1, -0.3], [0.0, 0.5, 0.1], [0.3, -0.6, -1.0], [0.5, -0.4, -0.8], [0.6, -0.1, 0.1], [-0.3, 0.2, 0.1], [0.3, 0.6, -1.0], [-0.4, 0.3, -0.2], [-0.2, -0.3, -0.5], [0.4, 0.2, -0.5], [0.2, 0.5, 0.0], [0.2, -0.5, 0.3], [0.5, -2.0, 0.5], [0.6, 0.2, 0.3], [0.0, -0.2, 0.7], [1.2, 0.1, 0.5]], "lowdin_spin": [1.66, 0.03, 0.04, 0.06, 0.03, 0.01, 0.02, 0.01, 0.01, 0.00, 0.00, 0.07, 0.00, 0.05, 0.00, 0.00, 0.00, 0.00, 0.00, 0.00, 0.00, 0.00, 0.01, 0.00, 0.00, 0.00, 0.00, 0.00, 0.00, 0.00, 0.00, 0.00, 0.00, 0.00, 0.00, 0.00, 0.00, 0.00, 0.00, 0.00, 0.00, 0.00, 0.00, 0.00, 0.00, 0.00], "fmax_ev_per_a": 3.0, "de_lowest_kcal_mol": 25.0, "spin_multiplicity": 3, "mol_weight_g_mol": 419.05, "charge": 1, "homo_lumo_gap_ev": [8.452, 7.891]}


{"formula": "C9H23NO6", "method": "wB97M-V/def2-TZVPD", "species": ["O", "O", "O", "O", "O", "O", "N", "C", "C", "C", "C", "C", "C", "C", "C", "C", "H", "H", "H", "H", "H", "H", "H", "H", "H", "H", "H", "H", "H", "H", "H", "H", "H", "H", "H", "H", "H", "H", "H"], "xyz": [[1.17199, 0.85261, -1.08802], [0.57028, -1.57182, -1.42551], [-0.43527, 3.03629, -4.46578], [0.41168, -2.06339, 2.66255], [-0.96823, 0.21090, 4.28378], [1.73606, -0.32316, -2.95737], [-0.85094, 0.56351, 0.31589], [-2.10678, -0.60049, 4.55360], [1.68326, -2.51201, 2.08846], [1.45646, -2.34745, -0.57306], [-0.16333, 1.32563, -0.76268], [0.53128, 1.16218, -5.63373], [1.95123, -1.60362, 0.76034], [-3.20982, 0.23443, 5.17326], [0.25506, 2.65213, -5.64985], [1.15370, -0.35189, -1.83892], [2.48466, -2.19996, 2.84928], [-3.49482, 1.05070, 4.50446], [1.18766, 3.22194, -5.71353], [0.48590, -1.10056, 2.90801], [2.38034, -2.64064, -1.18356], [0.12773, 2.80708, -3.71439], [0.93504, -3.31780, -0.23152], [1.41560, -0.60781, 0.96741], [-2.87101, 0.69131, 6.10788], [-0.84069, 1.25151, -1.69362], [1.68412, -3.62850, 1.87191], [-0.03952, 2.42996, -0.44359], [-1.80810, -1.41274, 5.22307], [-0.67247, 0.58588, 5.12367], [-4.09172, -0.37612, 5.38036], [-0.36784, 0.63296, 1.22246], [1.13775, 0.89161, -4.76515], [-2.44158, -1.03683, 3.61064], [3.07166, -1.33716, 0.68693], [-0.36923, 2.91686, -6.50590], [-0.40292, 0.59939, -5.55796], [1.05710, 0.85268, -6.54047], [-1.75432, 1.06239, 0.45066]], "forces_ev_per_angstrom": [[-1.7, -2.3, -0.3], [1.0, 2.2, 0.7], [-0.2, 0.2, 0.2], [0.8, 0.0, -0.2], [0.4, 0.1, -0.2], [-2.2, -0.1, 4.5], [-0.1, 0.9, -0.3], [-0.1, 0.1, 0.3], [0.4, 2.5, -0.1], [1.1, -0.5, 1.2], [-1.1, 1.0, 0.4], [0.1, -0.1, 0.0], [0.3, -0.3, 0.6], [-0.1, 0.1, 0.0], [0.2, -0.3, 0.2], [2.5, -0.3, -4.1], [-0.8, -1.0, -1.1], [0.0, -0.1, 0.0], [0.0, 0.0, -0.2], [0.0, -1.5, -0.3], [-1.3, 0.4, 0.7], [-0.1, 0.0, -0.2], [0.4, 1.8, -1.0], [0.7, -1.7, -0.6], [-0.1, -0.1, 0.0], [1.1, 0.2, 1.3], [-0.2, 1.5, 0.5], [0.2, -1.7, -0.9], [-0.1, -0.1, -0.1], [0.0, -0.1, -0.2], [0.0, 0.1, 0.0], [-0.1, 0.2, -0.6], [0.0, 0.0, -0.2], [0.2, 0.1, 0.0], [-1.7, -0.5, 0.0], [-0.1, 0.1, 0.2], [0.0, 0.1, -0.1], [0.0, 0.0, 0.1], [0.8, -0.7, -0.1]], "nbo_charge": [-0.53, -0.52, -0.73, -0.74, -0.74, -0.56, -0.84, -0.06, -0.06, -0.08, 0.08, -0.65, -0.47, -0.63, -0.06, 0.98, 0.17, 0.21, 0.15, 0.48, 0.19, 0.46, 0.21, 0.22, 0.20, 0.18, 0.19, 0.17, 0.16, 0.47, 0.22, 0.36, 0.23, 0.19, 0.21, 0.17, 0.21, 0.21, 0.37], "fmax_ev_per_a": 5.0, "de_lowest_kcal_mol": 0.0, "smiles": "NCOC(=O)OCCCO.CCO.CCO", "mol_weight_g_mol": 241.28, "charge": 0, "homo_lumo_gap_ev": 10.359}